# 1
ORCA calculation (wB97M-V/def2-TZVPD) on C20H22BrCaFO3 as an isolated structure at a distorted geometry.

Relative energy (zero: lowest compared OMol25 entry of this formula, charge and spin) in kJ/mol: 0.0
Kohn-Sham gap in Eh: 0.2459
Molecular weight in g mol⁻¹: 449.37
E in Ha: -4351.930686
F_max in eV/A: 1.92
Charge: +2

```
48
C20H22BrCaFO3, DFT wB97M-V/def2-TZVPD
C 2.74 -1.39 1.40
C 3.52 -1.51 0.07
C 2.69 -1.15 -1.17
C 2.91 0.26 -1.73
C 2.96 1.38 -0.69
C 1.60 2.08 -0.55
C 1.39 2.64 0.84
C 0.04 3.38 1.06
C -1.03 2.38 0.81
C -1.73 2.28 -0.32
F -1.59 3.10 -1.34
C -2.76 1.25 -0.48
O -3.82 1.39 -1.08
C -2.38 -0.07 0.17
C -2.64 -1.36 -0.38
C -3.34 -1.57 -1.74
C -4.17 -2.83 -1.77
O -5.30 -2.81 -1.35
Br -3.36 -4.36 -2.47
C -2.19 -2.46 0.33
C -1.52 -2.35 1.53
C -1.26 -1.10 2.06
C -1.68 0.02 1.37
C -1.33 1.39 1.87
O -1.31 1.63 3.05
H 1.67 -1.29 1.20
H 3.04 -0.51 1.97
H 2.86 -2.27 2.02
H 4.36 -0.82 0.11
H 3.91 -2.52 -0.02
H 1.63 -1.33 -0.99
H 2.96 -1.85 -1.97
H 2.08 0.46 -2.41
H 3.80 0.26 -2.36
H 3.24 1.02 0.30
H 3.70 2.12 -1.00
H 0.84 1.33 -0.79
H 1.51 2.88 -1.28
H 1.39 1.79 1.54
H 2.21 3.28 1.15
H 0.00 3.69 2.10
H -0.05 4.22 0.38
H -2.55 -1.65 -2.49
H -3.98 -0.75 -2.08
H -2.35 -3.45 -0.06
H -1.17 -3.23 2.04
H -0.71 -0.98 2.99
Ca -4.82 -0.60 0.16
```

Atom charges from the Mulliken analysis, given in e for atoms 1 to 4: atom 1 (C): -0.621, atom 2 (C): -0.718, atom 3 (C): -0.276, atom 4 (C): -1.157

***

# 2
ORCA calculation (wB97M-V/def2-TZVPD) on C20H21NNa as an isolated structure at a distorted geometry.

Kohn-Sham gap in Eh: 0.2861
Molecular weight in g mol⁻¹: 298.38
E in Ha: -991.525167
F_max in eV/A: 2.36
Charge: +1

```
43
C20H21NNa, DFT wB97M-V/def2-TZVPD
C -4.22 -0.88 -0.94
N -2.95 -1.20 -0.30
C -2.95 -2.34 0.61
C -1.77 -0.85 -0.90
C -0.57 -1.18 -0.34
C 0.66 -0.31 -0.48
C 1.90 -1.08 -0.94
C 2.80 -0.47 -1.83
C 4.09 -0.98 -1.99
C 4.45 -2.15 -1.31
C 3.51 -2.84 -0.55
C 2.22 -2.31 -0.37
H -4.95 -1.64 -0.64
H -4.63 0.10 -0.63
H -4.12 -0.87 -2.04
H -3.99 -2.53 0.91
H -2.54 -3.25 0.12
H -2.35 -2.14 1.51
H -1.87 -0.21 -1.79
H -0.48 -2.04 0.31
H 0.45 0.46 -1.24
H 2.51 0.46 -2.33
H 4.80 -0.46 -2.63
H 5.48 -2.52 -1.38
H 3.76 -3.78 -0.06
H 1.48 -2.82 0.25
C 1.99 2.51 0.42
Na -2.85 1.29 0.15
C 2.28 1.18 0.61
C 1.00 0.38 0.83
C 0.04 1.51 1.16
C 0.58 2.72 0.71
C -0.22 3.87 0.72
C -1.48 3.81 1.31
C -1.86 2.67 2.04
C -1.09 1.49 1.96
H 2.68 3.32 0.18
H 3.26 0.71 0.51
H 1.03 -0.37 1.63
H 0.16 4.79 0.26
H -2.14 4.67 1.30
H -2.74 2.69 2.67
H -1.33 0.58 2.53
```

Atom charges from the Mulliken analysis, given in e for atoms 1 to 4: atom 1 (C): -0.886, atom 2 (N): 0.194, atom 3 (C): -1.139, atom 4 (C): -0.893

***

# 3
ORCA calculation (wB97M-V/def2-TZVPD) on C5H13INP as an isolated structure at a distorted geometry.

Relative energy (zero: lowest compared OMol25 entry of this formula, charge and spin) in kJ/mol: 402.6
Kohn-Sham gap in Eh: 0.2380
Molecular weight in g mol⁻¹: 245.04
E in Ha: -891.927895
F_max in eV/A: 6.70

```
21
C5H13INP, DFT wB97M-V/def2-TZVPD
C 2.53 -0.81 0.33
C 2.34 0.58 -0.35
C 0.92 1.28 -0.07
P -0.48 0.42 -0.98
C -1.67 -0.52 0.08
C -3.06 0.13 0.20
N -3.86 -0.41 1.01
H 3.30 -0.70 1.12
H 1.57 -1.18 0.84
H 2.93 -1.56 -0.38
H 3.10 1.29 0.00
H 2.51 0.47 -1.43
H 1.03 2.29 -0.49
H 0.65 1.27 0.99
H -1.15 1.30 -1.87
H 0.17 -0.53 -1.79
H -1.18 -0.81 1.10
H -1.85 -1.48 -0.44
H -3.39 1.00 -0.40
H -4.74 0.10 1.01
I 0.32 -2.13 1.51
```

Atom charges from the Mulliken analysis, given in e for atoms 1 to 4: atom 1 (C): -1.187, atom 2 (C): -0.513, atom 3 (C): -0.683, atom 4 (P): 0.295

***

# 4
ORCA calculation (wB97M-V/def2-TZVPD) on a 12-piece molecular cluster, C43H104N12O19 overall at a distorted geometry.

Kohn-Sham gap in Eh: 0.3312
Molecular weight in g mol⁻¹: 1093.37
E in Ha: -3786.211055
F_max in eV/A: 3.74
Charge: +2

```
178
C43H104N12O19, DFT wB97M-V/def2-TZVPD
C -0.58 1.47 -6.27
C 0.74 1.84 -6.96
O 1.25 1.24 -7.84
N 1.37 3.05 -6.39
H 0.83 3.84 -6.70
H 1.32 3.05 -5.28
C 2.82 3.36 -6.74
H -0.33 0.50 -5.83
H -1.35 1.46 -7.02
H -0.77 2.10 -5.41
H 3.44 2.49 -6.74
H 3.22 3.95 -5.89
H 2.93 3.93 -7.68
C 0.43 0.27 -1.09
C 0.07 -1.19 -0.79
O 0.89 -2.06 -0.80
N -1.36 -1.47 -0.47
H -1.95 -1.41 -1.39
H -1.43 -2.43 -0.21
C -1.79 -0.57 0.65
H -0.46 0.85 -1.35
H 1.26 0.18 -1.78
H 0.96 0.59 -0.18
H -1.32 -0.92 1.54
H -2.88 -0.70 0.57
H -1.58 0.46 0.44
C 3.73 -7.41 0.29
C 3.35 -7.56 1.77
C 2.68 -6.25 2.27
C 3.72 -5.24 2.88
N 2.98 -4.07 3.57
C 4.00 -2.89 3.83
C 4.30 -3.19 5.33
C 2.91 -3.42 5.84
C 2.37 -4.47 4.94
C 1.95 -3.51 2.63
H 2.91 -7.60 -0.39
H 4.50 -8.13 0.00
H 4.13 -6.43 0.04
H 4.24 -7.71 2.38
H 2.86 -8.50 1.89
H 1.96 -6.48 3.06
H 2.11 -5.78 1.50
H 4.37 -4.81 2.12
H 4.45 -5.66 3.62
H 3.53 -1.94 3.56
H 4.88 -3.12 3.22
H 4.84 -2.38 5.73
H 4.92 -4.10 5.32
H 2.41 -2.46 5.72
H 2.86 -3.66 6.90
H 1.29 -4.52 4.83
H 2.70 -5.46 5.22
H 1.48 -2.64 3.06
H 1.14 -4.21 2.48
H 2.38 -3.19 1.69
C -0.03 5.54 1.64
C -0.62 5.83 0.31
C -1.51 4.67 -0.16
C -2.11 4.83 -1.57
N -3.21 3.85 -1.89
C -3.63 3.98 -3.37
C -4.79 5.01 -3.41
C -5.20 5.18 -1.95
C -4.59 4.10 -1.15
C -2.81 2.40 -1.72
H -0.81 5.73 2.38
H 0.83 6.15 1.83
H 0.34 4.48 1.74
H 0.09 5.99 -0.48
H -1.26 6.70 0.41
H -2.27 4.43 0.58
H -0.90 3.79 -0.14
H -1.42 4.76 -2.40
H -2.64 5.79 -1.62
H -3.99 2.98 -3.60
H -2.73 4.17 -3.92
H -5.64 4.64 -3.97
H -4.45 5.90 -3.86
H -6.26 5.25 -1.75
H -4.88 6.19 -1.71
H -5.18 3.17 -1.14
H -4.25 4.17 -0.11
H -2.39 2.20 -0.73
H -2.03 2.15 -2.46
H -3.70 1.78 -1.92
C 5.17 8.48 0.07
C 4.23 7.32 -0.33
C 4.14 6.29 0.80
C 3.36 5.05 0.39
N 3.96 3.79 1.07
C 5.44 3.59 0.67
C 5.45 2.13 0.20
C 4.21 2.03 -0.61
C 3.22 2.61 0.42
C 3.91 3.84 2.53
H 6.21 8.11 0.12
H 5.03 8.72 1.10
H 5.05 9.30 -0.63
H 4.54 6.80 -1.29
H 3.21 7.69 -0.58
H 3.57 6.79 1.61
H 5.12 6.04 1.16
H 3.52 4.88 -0.67
H 2.27 5.08 0.63
H 6.05 3.78 1.53
H 5.70 4.25 -0.16
H 5.44 1.32 0.93
H 6.35 1.88 -0.36
H 3.94 1.01 -0.84
H 4.32 2.69 -1.47
H 3.09 1.92 1.30
H 2.28 3.01 0.09
H 4.67 3.18 2.88
H 2.91 3.47 2.84
H 4.21 4.85 2.89
C -0.06 -6.17 -4.50
N -0.20 -5.63 -3.18
C -0.24 -4.10 -3.18
C -1.48 -6.17 -2.51
C 0.89 -6.14 -2.25
C 2.19 -5.40 -2.42
O 2.74 -5.51 -3.72
H 0.74 -5.83 -5.15
H -0.97 -5.82 -4.98
H -0.10 -7.28 -4.46
H -0.13 -3.77 -2.16
H -1.22 -3.70 -3.55
H 0.51 -3.76 -3.84
H -2.31 -6.08 -3.19
H -1.62 -5.70 -1.53
H -1.27 -7.21 -2.33
H 0.90 -7.24 -2.42
H 0.55 -6.01 -1.23
H 2.84 -5.88 -1.69
H 2.17 -4.37 -2.03
H 3.65 -5.23 -3.61
C -7.45 -0.30 2.81
N -6.73 -1.27 3.70
C -5.36 -1.48 3.22
C -6.70 -0.83 5.15
C -7.45 -2.66 3.60
C -7.35 -3.67 4.75
O -6.04 -4.03 5.02
H -6.74 0.53 2.64
H -8.51 -0.08 3.12
H -7.55 -0.79 1.84
H -4.89 -0.53 3.19
H -5.46 -2.00 2.27
H -4.86 -2.06 3.96
H -5.92 -1.37 5.70
H -7.65 -0.98 5.66
H -6.46 0.24 5.19
H -7.27 -3.01 2.56
H -8.48 -2.37 3.74
H -7.98 -4.49 4.42
H -7.77 -3.19 5.69
H -5.94 -4.76 5.65
N 1.82 0.49 2.70
O 1.77 0.03 1.51
O 2.19 -0.19 3.70
O 1.61 1.69 2.85
N 1.18 3.90 -3.03
O 1.49 4.48 -2.02
O -0.01 3.64 -3.37
O 2.06 3.40 -3.80
N -0.88 -4.54 0.87
O -1.25 -4.04 -0.20
O -0.96 -3.87 1.91
O -0.37 -5.65 0.82
N -4.17 1.63 1.66
O -3.18 2.33 1.33
O -4.76 1.89 2.77
O -4.59 0.67 0.92
N -1.75 -0.60 -3.63
O -2.36 0.33 -4.11
O -0.55 -0.83 -3.75
O -2.51 -1.47 -2.91
```

Atom charges from the Mulliken analysis, given in e for atoms 1 to 4: atom 1 (C): -0.054, atom 2 (C): 0.432, atom 3 (O): -0.468, atom 4 (N): 0.206

***

# 5
ORCA calculation (wB97M-V/def2-TZVPD) on CH4ClN2P as an isolated structure at a distorted geometry.

Relative energy (zero: lowest compared OMol25 entry of this formula, charge and spin) in kJ/mol: 91.4
Kohn-Sham gap in Eh: 0.3040
Molecular weight in g mol⁻¹: 110.48
E in Ha: -951.461703
F_max in eV/A: 3.92

```
9
CH4ClN2P, DFT wB97M-V/def2-TZVPD
C -1.02 -0.24 -0.40
N -0.75 1.15 -0.11
N 0.41 1.50 0.04
P 2.02 1.51 -0.12
Cl 3.13 -0.89 0.18
H -1.20 -0.36 -1.51
H -2.03 -0.38 0.05
H -0.18 -0.72 -0.11
H 2.24 1.82 1.34
```

Atom charges from the Mulliken analysis, given in e for atoms 1 to 4: atom 1 (C): -0.540, atom 2 (N): -0.203, atom 3 (N): 0.066, atom 4 (P): 0.198

***

# 6
ORCA calculation (wB97M-V/def2-TZVPD) on C16H21N2O8Rb as an isolated structure at a distorted geometry.

Relative energy (zero: lowest compared OMol25 entry of this formula, charge and spin) in kJ/mol: 104.9
Kohn-Sham gap in Eh: 0.2481
Molecular weight in g mol⁻¹: 454.82
E in Ha: -1357.934575
F_max in eV/A: 3.83
Charge: -2

```
48
C16H21N2O8Rb, DFT wB97M-V/def2-TZVPD
Rb -13.47 2.30 3.01
O -14.37 5.32 1.51
C -13.31 5.06 0.66
C -12.01 5.34 1.37
N -11.67 4.44 2.41
C -10.59 3.56 2.09
C -10.83 2.46 0.94
O -9.78 2.00 0.50
O -12.03 2.15 0.65
C -11.40 5.11 3.65
C -11.65 4.54 5.05
O -11.42 5.40 5.95
O -11.97 3.32 5.11
H -14.97 4.62 1.42
H -13.22 5.77 -0.15
H -13.40 4.10 0.23
H -11.95 6.37 1.67
H -11.29 5.26 0.54
H -10.28 2.94 3.00
H -9.69 4.08 1.73
H -11.87 6.07 3.70
H -10.37 5.44 3.62
C -16.73 3.53 4.78
C -17.63 2.38 4.29
O -18.48 2.00 5.10
C -17.45 1.64 2.95
C -18.10 0.46 2.78
C -17.83 -0.32 1.66
C -16.82 0.09 0.82
C -16.17 1.37 0.97
C -16.55 2.26 1.99
O -16.12 3.42 2.07
H -16.93 4.52 4.28
H -15.73 3.28 4.64
H -16.93 3.68 5.85
H -18.65 0.08 3.66
H -18.07 -1.39 1.54
H -16.47 -0.49 0.05
H -15.43 1.68 0.24
C -18.50 2.99 -0.93
C -19.83 3.13 -0.21
N -19.77 3.59 1.02
O -20.91 2.74 -0.69
H -18.68 2.47 -1.85
H -17.74 2.43 -0.37
H -18.17 4.02 -1.15
H -18.91 3.97 1.37
H -20.58 3.46 1.66
```

Atom charges from the Mulliken analysis, given in e for atoms 1 to 4: atom 1 (Rb): 0.779, atom 2 (O): -0.534, atom 3 (C): -0.473, atom 4 (C): -1.148

***

# 7
ORCA calculation (wB97M-V/def2-TZVPD) on a 2-piece molecular cluster, C3H10S3 overall at a distorted geometry.

Relative energy (zero: lowest compared OMol25 entry of this formula, charge and spin) in kJ/mol: 53.3
Kohn-Sham gap in Eh: 0.3335
Molecular weight in g mol⁻¹: 142.31
E in Ha: -1314.827794
F_max in eV/A: 1.84
SMILES string: CSC.CSS

```
16
C3H10S3, DFT wB97M-V/def2-TZVPD
C -0.53 -3.45 -0.39
S -0.59 -2.02 -1.46
S 0.80 -2.27 -2.88
H -0.84 -3.08 0.59
H 0.49 -3.80 -0.23
H -1.24 -4.26 -0.55
H 1.94 -1.58 -2.66
C 0.52 2.97 -0.13
S 1.14 2.08 1.31
C -0.53 1.52 1.87
H 1.37 3.57 -0.47
H -0.24 3.72 0.10
H 0.19 2.32 -0.93
H -1.07 2.43 2.11
H -1.00 1.02 1.02
H -0.40 0.82 2.69
```

Atom charges from the Mulliken analysis, given in e for atoms 1 to 4: atom 1 (C): -0.775, atom 2 (S): -0.011, atom 3 (S): -0.235, atom 4 (H): 0.253

***

# 8
ORCA calculation (wB97M-V/def2-TZVPD) on a 2-piece molecular cluster, C2H8Cl2OSi2 overall at a distorted geometry.

Relative energy (zero: lowest compared OMol25 entry of this formula, charge and spin) in kJ/mol: 285.2
Kohn-Sham gap in Eh: 0.3298
Molecular weight in g mol⁻¹: 175.16
E in Ha: -1655.694133
F_max in eV/A: 4.02

```
15
C2H8Cl2OSi2, DFT wB97M-V/def2-TZVPD
C -2.00 -1.04 -0.32
C 0.88 -1.73 0.55
O 0.19 0.55 -1.28
Si -0.28 -0.30 -0.01
Si 1.86 3.99 0.44
Cl 2.43 2.05 0.34
Cl 0.26 3.91 -0.91
H -1.93 -1.78 -1.02
H -2.63 -1.32 0.60
H -2.79 -0.40 -0.65
H 1.93 -1.28 0.60
H 0.49 -1.96 1.61
H 0.98 -2.77 0.14
H -0.10 0.64 1.18
H 0.73 1.43 -1.29
```

Atom charges from the Mulliken analysis, given in e for atoms 1 to 4: atom 1 (C): -1.127, atom 2 (C): -0.814, atom 3 (O): -0.407, atom 4 (Si): 0.545

***

The calculation returns the following HOMO level values, one per record and in order: -15.29; -11.12; -6.37; -11.93; -9.41; -2.63; -8.53; -10.07 eV.